{"formula": "C24H63N3O12", "method": "ωB97M-V/def2-TZVPD", "relative_energy_kcal_mol": 159.4, "orbital_gap_ev": 8.69, "max_force_ha_per_bohr": 0.2419, "lumo_ev": 0.4, "smiles": "COCCNCCOC.COCCNCCOC.COCCNCCOC.OCCO.OCCO.OCCO", "symbols": ["C", "O", "C", "C", "N", "C", "C", "O", "C", "H", "H", "H", "H", "H", "H", "H", "H", "H", "H", "H", "H", "H", "H", "H", "C", "O", "C", "C", "N", "C", "C", "O", "C", "H", "H", "H", "H", "H", "H", "H", "H", "H", "H", "H", "H", "H", "H", "H", "C", "O", "C", "C", "N", "C", "C", "O", "C", "H", "H", "H", "H", "H", "H", "H", "H", "H", "H", "H", "H", "H", "H", "H", "C", "C", "O", "O", "H", "H", "H", "H", "H", "H", "C", "C", "O", "O", "H", "H", "H", "H", "H", "H", "C", "C", "O", "O", "H", "H", "H", "H", "H", "H"], "coordinates": [[-2.28921, 2.46834, 0.63188], [-1.08592, 1.73543, 0.30069], [-0.66585, 1.65432, -1.02930], [0.08351, 0.39215, -1.24685], [0.37931, 0.06753, -2.63090], [-0.82567, -0.54569, -3.22441], [-0.81031, -2.06143, -3.04569], [-1.45938, -2.47581, -2.07246], [-1.64875, -3.89630, -1.95007], [-2.50389, 3.29208, -0.06374], [-2.22380, 2.90961, 1.58611], [-3.11970, 1.77533, 0.65482], [-0.05950, 2.45762, -1.39844], [-1.55037, 1.66389, -1.71758], [-0.37193, -0.35916, -0.64987], [1.05712, 0.50058, -0.84502], [1.19269, -0.55968, -2.69138], [-0.82930, -0.32147, -4.25320], [-1.76516, -0.11730, -2.90063], [0.19163, -2.52035, -3.13711], [-1.28160, -2.46486, -3.96340], [-2.64439, -4.11205, -2.32226], [-1.59692, -4.20235, -0.90854], [-0.93958, -4.57079, -2.37269], [-2.31467, -0.97248, 5.16544], [-1.82606, -0.68659, 3.86565], [-2.17540, -1.74623, 3.00313], [-1.92602, -1.17755, 1.57224], [-2.24252, -2.21929, 0.61732], [-3.67928, -2.34870, 0.47801], [-4.17378, -3.68646, 0.96058], [-5.40199, -3.89224, 0.96460], [-6.08612, -3.31830, 2.09978], [-1.80568, -0.43430, 5.97387], [-2.31292, -2.03411, 5.42504], [-3.31834, -0.74688, 5.10451], [-3.24427, -2.04883, 3.12851], [-1.56968, -2.62043, 3.19646], [-0.88502, -0.93675, 1.40456], [-2.46220, -0.26284, 1.32354], [-1.75825, -2.14741, -0.28166], [-4.00621, -2.09879, -0.49977], [-4.27249, -1.66449, 0.98744], [-3.77928, -3.81757, 1.90061], [-3.63105, -4.43387, 0.40221], [-6.10267, -4.03718, 2.95193], [-7.03718, -2.97235, 1.78967], [-5.59652, -2.44764, 2.46922], [6.16984, -0.43219, -3.64731], [4.89817, -0.19299, -4.22297], [3.88729, -1.02712, -3.71328], [3.57724, -0.93415, -2.22534], [2.49496, -1.86551, -1.89682], [2.42903, -2.12303, -0.48074], [1.23894, -2.95398, -0.05130], [1.25605, -3.60320, 0.96797], [1.44032, -2.90497, 2.14754], [6.97025, 0.03333, -4.24554], [6.49225, -1.49203, -3.70843], [6.28460, -0.11931, -2.57303], [4.07842, -2.06483, -3.98978], [2.96413, -0.70032, -4.23525], [3.25578, 0.07023, -1.92371], [4.45819, -1.33457, -1.69375], [2.56665, -2.77227, -2.39192], [2.40134, -1.24769, 0.08446], [3.40939, -2.52893, -0.13097], [1.08160, -3.75303, -0.72183], [0.31054, -2.48009, -0.12641], [0.58964, -2.25608, 2.39546], [2.36314, -2.39937, 2.20872], [1.62727, -3.67063, 2.89857], [-1.76966, 6.26323, 0.39889], [-0.70616, 5.50837, 1.00088], [0.14964, 4.87780, 0.01991], [-2.60473, 6.92270, 1.32709], [-2.40646, 5.62843, -0.15679], [-1.31974, 7.07190, -0.19316], [-1.04254, 4.74253, 1.72953], [-0.10841, 6.19879, 1.63025], [0.48812, 5.58508, -0.51610], [-3.53557, 7.14706, 1.00277], [0.59717, 2.01332, 2.57944], [1.23405, 0.78352, 2.38895], [0.80893, 0.07394, 3.51806], [1.05994, 2.80539, 1.53299], [0.95741, 2.51637, 3.49100], [-0.48795, 1.90709, 2.61681], [2.28882, 0.67474, 2.19895], [0.81908, 0.40768, 1.50337], [-0.13971, 0.03509, 3.58103], [0.22713, 3.13276, 1.20737], [3.18169, 3.09908, -0.99770], [4.31592, 3.00278, -1.88960], [4.29435, 4.09780, -2.79335], [3.09004, 2.06421, -0.04206], [2.28550, 2.95393, -1.53304], [3.14717, 4.11730, -0.61905], [4.11536, 2.08201, -2.42615], [5.25306, 2.92318, -1.31418], [3.51524, 3.92638, -3.34300], [2.42182, 2.23187, 0.61973]], "forces_ev_per_angstrom": [[0.5, -0.7, -2.0], [-0.6, 0.8, 1.2], [-1.8, 0.2, -1.9], [1.7, -0.2, -0.2], [-1.9, 0.8, 0.0], [1.8, -0.7, 0.3], [3.1, 1.6, -8.2], [-4.0, -3.7, 7.9], [-1.0, 0.4, 0.9], [0.2, -0.3, -0.1], [0.5, 0.3, 1.3], [-0.4, -0.2, -0.2], [0.4, 1.0, 0.4], [0.3, -0.1, 0.5], [-0.8, -1.2, 0.3], [1.1, 0.4, 1.0], [-0.9, 0.1, 0.3], [0.2, 0.0, -1.6], [-0.1, 0.1, 0.7], [0.4, 0.7, 0.3], [-0.1, 0.1, -0.6], [-0.1, -0.2, -0.2], [-0.3, 0.5, 0.3], [1.0, 0.2, -1.2], [1.3, -0.5, 0.4], [0.3, -0.4, 0.9], [-0.3, 1.5, -1.6], [0.4, -1.4, -0.1], [-0.5, 0.1, 0.3], [0.6, -0.9, -0.9], [7.5, 0.6, -1.8], [-9.3, -0.7, 0.4], [0.8, -1.3, 0.0], [0.0, 0.2, -0.6], [0.6, -0.2, -0.2], [-2.5, 0.9, 0.5], [0.6, 0.4, 0.0], [0.3, -0.3, -0.1], [0.4, 0.1, 0.5], [-0.3, 0.2, 0.6], [-0.5, 0.4, 0.6], [-0.2, -0.4, -1.6], [-0.4, 2.0, 1.7], [1.5, -0.2, 2.8], [0.1, -0.6, -0.7], [-0.3, 0.3, -0.7], [-1.2, -0.2, -0.2], [0.8, 0.8, 0.2], [1.1, -0.4, 0.3], [0.7, 0.1, 0.6], [-1.4, 0.7, -0.5], [0.5, -1.3, 0.0], [-0.6, -0.4, -0.6], [1.2, -1.0, 0.3], [-0.1, 3.4, -9.5], [1.5, -6.1, 10.7], [-0.6, -1.0, 1.6], [-0.7, 0.5, 0.2], [-0.7, 0.0, 0.2], [-0.4, -0.1, -1.0], [0.1, -0.3, 0.0], [0.5, -0.3, 0.0], [0.5, -0.2, 0.1], [0.1, 0.9, 0.3], [0.2, 0.9, 0.3], [-0.2, 2.2, 0.5], [-0.5, -0.6, 0.0], [0.1, -0.7, -2.6], [-1.6, 2.3, -0.6], [0.3, -0.1, 0.0], [1.1, 1.3, -0.5], [-0.7, 0.0, 0.4], [-2.0, 2.2, -1.2], [2.6, -1.0, 2.3], [-1.3, 0.1, 0.8], [-1.8, 0.6, 1.1], [-0.3, -0.7, -1.3], [0.0, -0.4, -0.6], [0.0, 0.2, -0.7], [-0.1, -0.3, -0.2], [0.4, 0.4, -0.5], [2.3, -0.8, 0.2], [1.2, 3.7, 1.3], [-0.4, -3.3, 1.1], [1.8, -2.0, 1.1], [-0.7, 1.5, -0.6], [-0.4, -0.4, 0.2], [0.0, 0.0, -0.1], [0.7, 0.6, 0.7], [-0.8, -1.1, -1.6], [-0.8, -0.2, -0.1], [0.3, 0.7, -1.4], [-2.0, 0.5, 2.1], [1.0, -1.1, -0.6], [0.0, -0.1, -0.1], [2.1, -0.7, -0.2], [-1.3, 0.4, -1.5], [0.0, 0.2, 0.7], [0.9, -0.5, -0.4], [-0.2, 0.3, -0.6], [0.3, 0.3, 0.0], [-0.7, 0.7, 0.2]], "mulliken_charge": [-1.310, 0.647, -0.697, 1.033, -0.288, -1.177, -0.532, -0.257, -1.212, 0.256, 0.428, 0.313, -0.111, 0.434, -0.512, -0.225, 0.262, 0.490, 0.372, 0.397, 0.421, 0.362, 0.296, 0.490, -1.101, -0.513, -0.737, 2.476, 0.714, -1.375, -0.760, -0.411, -0.683, 0.286, 0.351, 0.425, 0.537, 0.457, -1.839, -0.301, -0.526, 0.650, 0.535, 0.528, 0.284, 0.280, 0.347, 0.221, -0.697, -0.356, -0.885, 0.218, -0.192, -1.086, -0.186, -0.476, -0.821, 0.263, 0.334, 0.222, 0.462, 0.206, -0.412, 0.840, 0.317, 0.273, 0.572, 0.334, 0.430, 0.230, 0.429, 0.320, -0.305, -0.272, -0.361, -0.575, 0.298, 0.231, 0.128, 0.347, 0.306, 0.340, -0.061, 0.156, -0.612, -0.526, 0.466, 0.100, 0.625, -0.409, 0.360, -0.421, -0.037, -0.519, -0.595, -0.586, 0.013, 0.479, 0.221, 0.316, 0.361, 0.471]}